Molecular formula: C6H9N4O4S
Method: DFT, the ωB97M-V functional and the def2-TZVPD basis

Each line ends with the Mulliken charge.
Cartesian coordinates (Å):
C: -1.1551 -2.1027 0.8451  -1.341
C: -0.9894 -0.5924 1.0832  -0.466
C: -0.3052 0.1535 -0.0162  0.368
C: -0.9806 -0.0824 -1.4017  0.119
N: -2.1799 0.5331 -1.3682  -0.237
O: -0.3908 -0.7334 -2.3185  -0.684
N: 1.2724 -0.2400 -0.0607  0.986
C: 2.2679 0.6226 -0.5306  -0.125
C: 3.4717 0.0560 -0.2618  -0.398
N: 3.1215 -1.1657 0.2656  -0.797
N: 1.8317 -1.2859 0.4245  -0.531
S: -0.3407 1.9607 0.3947  1.274
O: -1.8188 2.1653 0.7540  -0.759
O: 0.5676 2.0802 1.5226  -0.676
O: -0.0427 2.7122 -0.8320  -0.652
H: -0.1993 -2.5821 0.6091  0.300
H: -1.9507 -2.2608 0.0973  0.308
H: -1.3502 -2.5077 1.8106  0.452
H: -2.0048 -0.1716 1.0951  0.357
H: -0.1872 -0.5795 2.0044  0.340
H: -2.2790 1.3539 -0.5886  0.280
H: -2.7920 0.5817 -2.1974  0.248
H: 1.9369 1.5620 -1.0512  0.316
H: 4.4966 0.5230 -0.2793  0.317

Computed properties:
Charge: -1
Multiplicity: 1
LUMO energy (Eh): 0.1294
SMILES: CC[C@](C(N)=O)(n1ccnn1)S(=O)(=O)[O-]


Molecular formula: C3H3N3O
Method: DFT, the ωB97M-V functional and the def2-TZVPD basis

Each line ends with the Mulliken charge.
Cartesian coordinates (Å):
N: -0.1848 -1.6273 -1.2793  -0.480
C: -0.5133 -0.8016 -0.4555  0.484
C: -1.0280 -0.0029 0.4667  -0.482
C: -0.2463 0.5446 1.5689  0.032
O: 0.9530 0.4089 1.7006  -0.500
H: 0.1011 -1.2786 -2.1909  0.336
H: -2.0904 0.1889 0.3768  0.335
H: -0.8502 1.1016 2.3119  0.314
N: 1.7145 0.4079 -1.6381  0.051
N: 2.1443 1.0586 -0.8609  -0.089

Computed properties:
Charge: 0
Multiplicity: 1
LUMO energy (Eh): 0.0181
SMILES: N=C=CC=O.N#N


Molecular formula: C6H8IN2O2P
Method: DFT, the ωB97M-V functional and the def2-TZVPD basis

Each line ends with the Mulliken charge.
Cartesian coordinates (Å):
C: -2.1084 2.7386 0.4704  -0.150
C: -1.8298 2.2704 1.8152  -0.209
C: -0.8010 1.0587 0.4561  0.823
C: 0.2035 0.2339 -0.0815  0.093
C: 0.5188 -1.9738 -1.9511  -1.109
C: 1.4032 -0.7785 -1.9354  -0.158
N: -1.3785 2.0396 -0.3184  -0.518
N: -1.0995 1.1889 1.7704  -0.474
O: 0.9825 -0.5538 0.7929  -0.180
O: 0.6508 0.3308 -1.3028  -0.398
P: 0.4975 -1.1982 2.1938  -0.005
I: 2.2802 -2.7494 2.2584  -0.102
H: -2.8560 3.4255 0.1042  0.403
H: -2.1766 2.5432 2.8783  0.323
H: 0.8219 -2.6508 -2.7255  0.427
H: 0.3902 -2.4883 -0.9755  0.225
H: -0.4629 -1.5986 -2.2364  0.321
H: 1.6091 -0.3355 -2.9194  0.364
H: 2.2786 -1.1381 -1.4360  0.246
H: 1.0763 -0.3643 3.1422  0.077

Computed properties:
⟨S²⟩: 2.01
Charge: 0
Multiplicity: 3
LUMO energy (alpha / beta) (Eh): 0.0211 / -0.1036


The records above yield max |F| values of 4.6; 2.0; 3.8 eV/Å, respectively.
The records above yield total energy values of -1152.23900; -355.60621; -1132.33268 hartree, respectively.